38
Properties=species:S:1:pos:R:3:forces:R:3 method="wB97M-V/def2-TZVPD" lumo_ev=-9.80 e_homo_ev=-13.91 gap_ev=4.1 total_energy_ha=-2094.67439 charge=+2 mol_weight_g_mol=434.31
C 1.27854 -2.44668 0.35992 0.65 0.34 -0.67
C 1.66631 -1.71089 -0.94278 -3.69 0.96 0.54
O 1.59997 -2.35214 -2.01286 -3.74 1.50 -1.35
O 2.00645 -0.49263 -1.02239 0.92 0.58 0.55
C 3.12075 -0.09311 -0.12135 0.13 1.24 0.76
C 2.98737 1.35878 0.22357 -0.19 -0.06 0.23
C 1.75181 1.67744 1.06212 0.59 -0.73 -1.16
C 0.45074 1.81983 0.24533 0.56 -0.25 1.73
O -0.15295 3.00335 0.75469 -0.77 0.70 -0.66
C -1.04756 2.64824 1.71947 -0.96 0.85 0.87
O -1.88238 3.34711 2.21248 1.63 -1.08 -0.59
O -0.82381 1.30892 1.99008 -0.55 -0.04 0.56
C -0.57743 0.79297 0.69172 -0.85 0.46 -0.69
C -1.91274 0.81628 -0.06106 0.97 -0.18 -0.27
C -1.99768 -0.27941 -1.11526 -0.40 0.34 -0.41
O -2.27318 0.26652 -2.39657 -0.05 -0.35 0.06
C -3.05033 -1.35248 -0.86879 -0.20 -0.36 0.48
N -4.00158 -1.02784 0.17049 0.19 0.31 -0.24
H 1.21887 -1.76101 1.18163 0.33 0.13 0.61
H 1.90141 -3.34427 0.61350 -0.31 0.54 0.11
H 0.28239 -2.82530 0.18214 -0.43 -0.25 -0.28
H 3.11655 -0.65308 0.80758 -0.32 -0.48 0.11
H 4.05585 -0.26294 -0.64417 0.12 -0.22 -0.55
H 3.05434 1.95933 -0.66627 -0.07 0.30 -0.51
H 3.86565 1.60283 0.79955 0.50 0.04 0.27
H 1.95044 2.59593 1.57152 -0.05 0.64 0.27
H 1.66264 0.91719 1.82756 -0.23 -0.19 0.37
H 0.64095 1.86518 -0.80903 -0.18 0.41 -0.62
H -0.24072 -0.22974 0.67203 0.48 -0.37 0.74
H -2.68583 0.79471 0.68544 -0.49 -0.27 0.09
H -2.01711 1.75808 -0.57153 -0.16 0.51 -0.20
H -1.01907 -0.77659 -1.19288 0.33 -0.19 0.10
H -1.53574 0.83065 -2.61902 0.12 0.47 -0.36
H -2.55855 -2.31340 -0.70507 0.28 -0.29 0.13
H -3.59600 -1.47900 -1.78379 -0.23 0.06 -0.56
H -4.82177 -1.60076 0.09455 -0.31 -0.12 0.05
H -3.60665 -1.14554 1.08590 -0.06 -0.11 0.40
Yb 3.19008 -3.21654 -1.41846 6.43 -4.82 0.08

***

57
Properties=species:S:1:pos:R:3:forces:R:3 method="wB97M-V/def2-TZVPD" lumo_ev="9.75 / 9.75" s_squared=0.7510 e_homo_ev="3.14 / 3.15" relative_energy_ev=0.051 gap_ev="6.6 / 6.6" total_energy_ha=-8371.53335 spin_multiplicity=2 charge=-5 mol_weight_g_mol=1107.03
Cu -13.78220 -7.81229 -7.37855 0.60 0.07 -0.38
C -10.02350 -6.26822 -4.90969 -2.83 0.08 -0.74
F -9.40201 -5.30426 -4.20668 0.82 0.15 -0.24
F -9.23283 -6.83123 -5.80899 0.68 0.52 0.44
F -10.41431 -7.17487 -3.99844 0.35 -0.04 0.15
S -11.58746 -5.54867 -5.76034 -0.93 1.13 -0.79
O -12.24246 -4.82357 -4.68290 0.56 -0.70 0.15
O -11.08134 -4.69384 -6.81437 0.49 -0.63 0.69
O -12.32469 -6.72348 -6.24741 0.29 0.02 0.61
C -13.01855 -6.69233 -11.79322 1.07 0.61 0.84
F -12.68241 -7.59548 -12.73372 -0.06 0.05 -0.03
F -12.91978 -5.49550 -12.44316 -0.14 -0.06 0.20
F -14.27257 -6.84197 -11.40282 -0.19 0.19 -0.53
S -11.87402 -6.75007 -10.24571 0.90 0.69 2.27
O -11.56944 -5.36818 -9.91063 -0.34 -0.63 -1.27
O -12.74951 -7.35554 -9.23712 0.03 -0.21 -1.02
O -10.70554 -7.54136 -10.60442 -1.06 0.19 -0.73
C -9.92013 -10.30361 -5.82874 -1.41 1.04 -1.60
F -10.72761 -10.98931 -5.02278 0.27 -0.33 0.14
F -9.66323 -9.13310 -5.22982 0.47 -0.76 0.13
F -8.76426 -10.98290 -5.96852 0.33 -0.17 0.36
S -10.70558 -10.01482 -7.56333 -1.35 -0.18 -1.49
O -11.06011 -11.37706 -7.94657 0.95 0.49 0.49
O -11.89138 -9.16781 -7.39116 1.66 -0.70 0.64
O -9.63095 -9.40333 -8.34746 -0.26 -0.51 1.23
C -14.16772 -11.00182 -3.79616 0.99 1.21 -1.17
F -12.92426 -10.52307 -3.56692 -0.27 0.02 0.20
F -14.17301 -12.22612 -3.24906 -0.56 -0.39 0.17
F -15.02278 -10.20724 -3.13352 0.12 -0.64 0.31
S -14.50447 -10.95835 -5.65647 -0.95 -0.27 -2.52
O -14.24073 -9.57304 -6.05915 -0.13 -1.20 1.48
O -13.61763 -11.93878 -6.25780 -0.15 0.42 1.33
O -15.91929 -11.34127 -5.75453 0.86 0.35 0.96
C -15.12918 -10.04947 -11.56280 1.87 0.82 2.29
F -14.07785 -9.25176 -11.86302 -0.87 -0.81 -0.10
F -16.25005 -9.38221 -11.84252 -0.27 -0.23 -0.55
F -14.99051 -11.12435 -12.34466 -0.73 -0.36 -0.52
S -14.99271 -10.53638 -9.70978 0.59 -0.82 1.59
O -16.29088 -11.16247 -9.45933 0.22 0.82 -0.58
O -13.88693 -11.46282 -9.67861 -0.22 -0.15 -1.04
O -14.66413 -9.33829 -8.93870 -1.17 0.16 -0.93
C -17.46527 -7.80582 -4.56848 1.21 1.06 -1.91
F -18.24632 -7.11096 -3.71222 -0.30 -0.20 0.31
F -16.49444 -8.39301 -3.88337 -0.47 0.00 0.25
F -18.21748 -8.73352 -5.16577 -0.25 -0.18 0.32
S -16.68735 -6.58334 -5.84077 1.91 -0.02 0.35
O -15.67574 -7.41065 -6.53343 -0.85 0.20 0.30
O -17.76857 -6.14371 -6.68725 -0.41 -0.29 0.26
O -16.10135 -5.60819 -4.94384 -0.72 -0.43 -0.15
C -15.95528 -3.62021 -9.39094 0.81 -0.60 0.37
F -16.92341 -4.52272 -9.21769 -0.23 0.31 0.00
F -15.60413 -3.68497 -10.70143 0.03 0.08 0.28
F -16.47771 -2.37833 -9.21200 -0.21 -0.10 -0.11
S -14.50656 -3.89733 -8.17016 1.17 0.29 1.91
O -14.35103 -5.33586 -7.99000 -0.62 1.06 -0.98
O -13.41637 -3.18520 -8.81128 -0.74 -0.21 -0.50
O -14.95677 -3.22541 -6.94672 -0.51 -0.20 -1.15

***

13
Properties=species:S:1:pos:R:3:forces:R:3 method="wB97M-V/def2-TZVPD" lumo_ev=-0.59 e_homo_ev=-9.03 relative_energy_ev=4.393 gap_ev=8.4 total_energy_ha=-303.47465 charge=0 mol_weight_g_mol=94.12
C -1.47988 -0.59101 0.09992 -0.11 -0.08 0.12
C -1.94073 0.73246 -0.44763 0.20 -0.17 -0.11
C 0.33740 1.00044 0.85661 -0.04 0.11 0.11
N 1.62271 1.18227 0.71800 -0.18 -0.11 -0.02
C 2.05656 0.13011 -0.05349 0.07 -0.10 -0.10
C 1.01883 -0.68713 -0.39469 0.02 0.03 -0.02
N -0.09496 -0.13623 0.20879 0.10 0.12 -0.04
H -1.50034 -1.46539 -0.56018 -0.01 0.13 0.07
H -1.87775 -0.85702 1.08263 0.03 0.08 -0.13
H -1.67276 0.70891 -1.52111 0.03 -0.06 0.08
H -0.34699 1.63358 1.40527 0.11 -0.14 -0.04
H 3.10347 0.01093 -0.30127 -0.19 0.02 0.02
H 0.96504 -1.61054 -0.95328 0.00 0.18 0.07